[1]
# C10H38B2O9PtSSr

A molecular structure, C10H38B2O9PtSSr (ωB97M-V with the def2-TZVPD basis set, the OMol25 dataset).

Computed properties:
E_tot = -1678.647179 Ha
HOMO (spin up / spin down) = -7.730 / -7.701 eV
Kohn-Sham gap (spin up / spin down) = 0.264 / 0.236 Eh
multiplicity = 3

Cartesian coordinates (Å):
1 Pt 3.048 -0.425 -1.070
2 Sr -0.419 -2.712 -0.957
3 B 0.610 -0.240 -0.698
4 H 0.038 -0.065 0.288
5 H 1.311 0.645 -0.867
6 H 1.280 -1.108 -0.552
7 H -0.059 -0.401 -1.580
8 B 2.248 -1.368 -3.171
9 H 2.153 -0.212 -2.959
10 H 1.641 -1.891 -2.348
11 H 1.792 -1.515 -4.219
12 H 3.340 -1.742 -3.140
13 S 3.052 -3.791 -0.675
14 O 3.301 -4.093 -2.077
15 O 3.446 -2.366 -0.503
16 O 1.588 -3.843 -0.478
17 O 3.764 -4.622 0.267
18 C 5.122 0.722 2.520
19 C 3.791 0.992 1.828
20 O 3.463 -0.177 1.065
21 H 5.804 0.467 1.705
22 H 5.101 -0.078 3.258
23 H 5.515 1.647 2.946
24 H 3.933 1.887 1.227
25 H 3.052 1.204 2.606
26 H 3.615 -0.972 1.595
27 C -4.885 -1.942 -2.022
28 C -3.594 -1.519 -2.686
29 O -2.609 -1.288 -1.677
30 H -5.506 -1.221 -1.495
31 H -4.649 -2.847 -1.456
32 H -5.614 -2.326 -2.750
33 H -3.696 -0.549 -3.184
34 H -3.348 -2.258 -3.448
35 H -2.704 -0.390 -1.302
36 C 0.045 -1.170 2.808
37 C -0.585 -2.448 2.279
38 O -1.575 -2.203 1.300
39 H 0.667 -1.302 3.695
40 H -0.686 -0.370 2.943
41 H 0.767 -0.737 2.114
42 H -1.050 -3.068 3.051
43 H 0.248 -3.017 1.854
44 H -2.280 -1.652 1.650
45 C -3.794 3.218 -1.603
46 C -2.572 2.368 -1.829
47 O -2.485 1.356 -0.812
48 H -4.034 3.781 -2.514
49 H -3.692 3.987 -0.840
50 H -4.722 2.650 -1.506
51 H -1.694 3.015 -1.769
52 H -2.556 1.893 -2.811
53 H -1.575 1.275 -0.496
54 C 0.178 2.665 2.473
55 C -0.908 3.625 1.976
56 O -0.296 4.851 1.658
57 H 0.929 3.300 2.951
58 H 0.722 2.258 1.619
59 H -0.265 1.917 3.124
60 H -1.724 3.694 2.699
61 H -1.277 3.172 1.047
62 H -0.712 5.342 0.949

[2]
# C2H5NOS

2 unconnected molecules or ions with the total composition C2H5NOS (ωB97M-V with the def2-TZVPD basis set, the OMol25 dataset).

Computed properties:
SMILES = [H]/N=C/O.C=S
E_tot = -607.300517 Ha
HOMO (spin up / spin down) = -8.406 / -8.405 eV
Kohn-Sham gap (spin up / spin down) = 0.313 / 0.313 Eh

Cartesian coordinates (Å):
1 C -1.513 -0.055 -0.366
2 C 1.899 0.044 0.384
3 N -0.456 0.509 -0.531
4 O -1.946 -0.867 0.547
5 S 2.813 0.273 -0.969
6 H -2.477 0.101 -0.945
7 H 1.500 0.932 1.080
8 H 1.793 -1.041 0.795
9 H -0.293 1.260 -1.243
10 H -1.319 -1.157 1.248

[3]
# H20O10

10 unconnected molecules or ions with the total composition H20O10 (ωB97M-V with the def2-TZVPD basis set, the OMol25 dataset).

Computed properties:
SMILES = O.O.O.O.O.O.O.O.O.O
E_tot = -764.348279 Ha
HOMO = -10.931 eV
Kohn-Sham gap = 0.396 Eh

Cartesian coordinates (Å):
1 O -5.413 0.024 -0.918
2 H -5.332 0.942 -0.660
3 H -5.833 0.053 -1.778
4 O -0.873 -1.088 -4.890
5 H -0.982 -0.152 -4.719
6 H -1.224 -1.214 -5.771
7 O -1.226 -2.897 3.877
8 H -0.843 -2.127 3.458
9 H -0.697 -3.030 4.664
10 O -4.486 -3.954 1.440
11 H -3.614 -3.942 1.835
12 H -4.489 -3.205 0.844
13 O -0.952 1.483 4.299
14 H -1.357 2.350 4.329
15 H -0.359 1.521 3.549
16 O 0.035 -0.095 0.308
17 H -0.886 0.015 0.070
18 H 0.508 0.481 -0.291
19 O 4.273 2.795 0.055
20 H 3.913 3.303 0.782
21 H 5.214 2.970 0.082
22 O 3.976 -1.216 1.685
23 H 3.140 -0.769 1.553
24 H 4.338 -0.819 2.477
25 O 4.875 -0.069 -2.754
26 H 4.438 -0.757 -2.253
27 H 4.899 0.681 -2.160
28 O -0.263 2.533 -2.956
29 H 0.343 3.270 -3.023
30 H -1.123 2.911 -3.138

[4]
# C16H22N3O6P2SeTi

A molecular structure, C16H22N3O6P2SeTi (ωB97M-V with the def2-TZVPD basis set, the OMol25 dataset).

Computed properties:
net charge = +2
E_tot = -5172.059746 Ha
HOMO (spin up / spin down) = -13.822 / -13.810 eV
Kohn-Sham gap (spin up / spin down) = 0.262 / 0.274 Eh
multiplicity = 2

Cartesian coordinates (Å):
1 Ti -0.389 -1.389 1.028
2 C -0.687 -4.056 -1.036
3 C 0.054 -4.573 0.020
4 C -0.281 -4.255 1.335
5 C -1.414 -3.481 1.604
6 C -2.163 -2.963 0.534
7 C -1.772 -3.223 -0.782
8 H -0.417 -4.293 -2.056
9 H 0.902 -5.216 -0.172
10 H 0.285 -4.671 2.161
11 H -1.765 -3.345 2.622
12 H -3.080 -2.425 0.743
13 H -2.361 -2.824 -1.599
14 N -1.584 1.091 4.267
15 C -1.043 1.539 2.914
16 C -1.025 3.057 2.843
17 P -2.120 0.653 1.681
18 O -3.223 1.717 1.373
19 O -2.524 -0.608 2.376
20 O -1.283 0.276 0.437
21 P 0.651 0.820 2.740
22 O 1.269 1.123 4.159
23 O 0.327 -0.706 2.695
24 O 1.338 1.452 1.604
25 H -1.938 0.120 4.173
26 H -2.357 1.693 4.565
27 H -0.856 1.137 4.988
28 H -2.029 3.469 2.952
29 H -0.640 3.354 1.870
30 H -0.371 3.477 3.608
31 H -3.888 1.524 0.692
32 H 2.223 1.293 4.206
33 C 2.092 -1.486 -3.529
34 N 1.830 -0.281 -2.759
35 C 1.660 -0.175 -1.435
36 Se 1.804 -1.565 -0.175
37 N 1.449 1.104 -1.111
38 C 1.471 1.874 -2.266
39 C 1.315 3.241 -2.471
40 C 1.406 3.674 -3.778
41 C 1.645 2.783 -4.839
42 C 1.804 1.428 -4.635
43 C 1.712 0.995 -3.316
44 H 2.330 -2.296 -2.845
45 H 2.942 -1.304 -4.183
46 H 1.214 -1.739 -4.123
47 H 1.355 1.400 -0.136
48 H 1.141 3.923 -1.652
49 H 1.296 4.726 -3.994
50 H 1.709 3.175 -5.843
51 H 1.989 0.754 -5.457

[5]
# C36H72O36

A molecular structure, C36H72O36 (ωB97M-V with the def2-TZVPD basis set, the OMol25 dataset).

Computed properties:
E_tot = -4122.192591 Ha
HOMO = -6.388 eV
Kohn-Sham gap = 0.253 Eh

Cartesian coordinates (Å):
1 C 9.937 -23.972 3.415
2 O 8.969 -23.329 4.235
3 C 9.346 -22.862 5.416
4 O 10.465 -22.835 5.881
5 O 8.229 -22.331 5.991
6 C 8.374 -21.329 7.023
7 H 10.604 -23.249 2.945
8 H 9.421 -24.595 2.684
9 H 10.578 -24.613 4.019
10 H 9.298 -21.340 7.602
11 H 7.452 -21.361 7.603
12 H 8.273 -20.371 6.513
13 C 10.072 -19.211 6.469
14 O 10.236 -18.308 7.550
15 C 9.335 -18.399 8.585
16 O 8.376 -19.155 8.593
17 O 9.612 -17.381 9.492
18 C 8.654 -17.101 10.579
19 H 10.886 -18.813 5.864
20 H 9.132 -19.191 5.917
21 H 10.276 -20.239 6.770
22 H 8.714 -16.032 10.784
23 H 8.811 -17.801 11.400
24 H 7.624 -17.235 10.248
25 C 14.813 -18.752 8.724
26 O 13.583 -19.280 8.339
27 C 13.458 -20.185 7.417
28 O 14.421 -20.701 6.821
29 O 12.120 -20.377 7.095
30 C 11.811 -21.203 5.986
31 H 14.802 -17.915 9.422
32 H 15.261 -18.280 7.850
33 H 15.512 -19.428 9.218
34 H 10.844 -20.781 5.714
35 H 11.808 -22.283 6.129
36 H 12.441 -21.245 5.097
37 C 6.969 -18.946 6.685
38 O 5.760 -19.097 7.516
39 C 5.717 -18.348 8.640
40 O 6.371 -17.376 8.922
41 O 4.526 -18.761 9.332
42 C 4.320 -18.361 10.634
43 H 7.294 -19.826 6.129
44 H 7.839 -18.470 7.140
45 H 6.703 -18.338 5.820
46 H 5.076 -18.716 11.335
47 H 3.406 -18.804 11.030
48 H 4.328 -17.272 10.670
49 C 7.121 -21.665 8.483
50 O 6.517 -21.130 9.652
51 C 5.758 -21.863 10.439
52 O 5.533 -23.075 10.241
53 O 5.322 -21.121 11.399
54 C 4.450 -21.658 12.322
55 H 6.495 -21.653 7.591
56 H 7.487 -22.673 8.673
57 H 8.114 -21.216 8.450
58 H 4.049 -20.946 13.042
59 H 5.134 -22.293 12.886
60 H 3.718 -22.333 11.879
61 C 10.675 -26.529 3.081
62 O 11.637 -25.595 2.485
63 C 11.230 -24.633 1.653
64 O 10.120 -24.497 1.157
65 O 12.266 -23.828 1.531
66 C 12.240 -22.642 0.750
67 H 9.664 -26.126 3.019
68 H 10.872 -26.370 4.141
69 H 10.743 -27.578 2.793
70 H 13.297 -22.397 0.654
71 H 11.823 -21.743 1.205
72 H 11.750 -22.875 -0.196
73 C 7.131 -19.717 3.590
74 O 8.225 -18.910 3.251
75 C 9.432 -19.238 3.777
76 O 9.650 -20.064 4.676
77 O 10.358 -18.384 3.325
78 C 11.776 -18.609 3.652
79 H 6.765 -19.480 4.589
80 H 7.408 -20.763 3.462
81 H 6.377 -19.464 2.844
82 H 12.248 -17.768 4.160
83 H 12.302 -18.731 2.706
84 H 12.007 -19.506 4.227
85 C 10.774 -28.099 6.692
86 O 11.824 -27.322 6.185
87 C 11.841 -26.075 6.463
88 O 11.036 -25.451 7.176
89 O 12.905 -25.537 5.770
90 C 12.836 -24.152 5.365
91 H 10.632 -28.891 5.957
92 H 9.783 -27.645 6.692
93 H 11.007 -28.375 7.720
94 H 11.873 -23.767 5.702
95 H 12.924 -24.019 4.286
96 H 13.645 -23.510 5.712
97 C 9.690 -18.136 0.556
98 O 9.057 -19.481 0.701
99 C 9.718 -20.606 0.740
100 O 10.936 -20.691 0.899
101 O 8.876 -21.589 0.708
102 C 9.427 -22.869 1.087
103 H 9.486 -17.854 -0.477
104 H 10.743 -17.971 0.784
105 H 9.109 -17.485 1.210
106 H 9.969 -23.142 0.182
107 H 8.596 -23.567 1.188
108 H 9.960 -22.794 2.035
109 C 5.447 -21.923 3.556
110 O 4.771 -22.719 4.575
111 C 5.311 -22.759 5.852
112 O 6.247 -22.054 6.271
113 O 4.554 -23.535 6.567
114 C 4.918 -24.117 7.761
115 H 6.501 -22.197 3.602
116 H 5.466 -20.857 3.781
117 H 5.003 -22.029 2.566
118 H 5.990 -24.002 7.923
119 H 4.730 -25.189 7.705
120 H 4.325 -23.788 8.615
121 C 6.156 -26.132 10.129
122 O 7.245 -26.374 9.231
123 C 7.569 -25.449 8.395
124 O 7.392 -24.233 8.618
125 O 8.241 -26.023 7.368
126 C 8.678 -25.221 6.243
127 H 5.794 -27.109 10.450
128 H 5.405 -25.521 9.629
129 H 6.639 -25.602 10.950
130 H 7.870 -24.935 5.570
131 H 9.464 -25.821 5.784
132 H 9.216 -24.343 6.600
133 C 15.328 -24.291 3.354
134 O 14.161 -23.675 3.785
135 C 13.702 -22.534 3.300
136 O 14.216 -21.785 2.459
137 O 12.423 -22.367 3.735
138 C 11.752 -21.207 3.213
139 H 16.239 -23.818 3.721
140 H 15.389 -24.303 2.266
141 H 15.180 -25.364 3.471
142 H 12.225 -20.704 2.370
143 H 11.829 -20.445 3.989
144 H 10.738 -21.473 2.915

[6]
# C6H12O

A single C6H12O molecule (ωB97M-V with the def2-TZVPD basis set, the OMol25 dataset).

Computed properties:
SMILES = CCC(C=O)CC
E_tot = -311.041225 Ha
HOMO = -9.682 eV
Kohn-Sham gap = 0.396 Eh

Cartesian coordinates (Å):
1 C -2.438 -0.769 0.389
2 C -1.107 -0.911 -0.348
3 C -0.012 0.023 0.196
4 C 1.375 -0.333 -0.353
5 C 2.485 0.635 0.107
6 C -0.363 1.442 -0.182
7 O -0.816 2.274 0.568
8 H -3.208 -1.402 -0.063
9 H -2.334 -1.063 1.439
10 H -2.795 0.266 0.370
11 H -0.748 -1.946 -0.279
12 H -1.246 -0.708 -1.420
13 H -0.006 -0.022 1.293
14 H 1.325 -0.364 -1.451
15 H 1.605 -1.358 -0.041
16 H 3.326 0.107 0.564
17 H 2.117 1.345 0.856
18 H 2.882 1.222 -0.726
19 H -0.188 1.681 -1.259

[7]
# C16H21FN2O2

A single C16H21FN2O2 molecule (ωB97M-V with the def2-TZVPD basis set, the OMol25 dataset).

Computed properties:
SMILES = CCCNC(=O)N1CCC(C(=O)c2cccc(F)c2)CC1
E_tot = -982.185132 Ha
HOMO = -8.848 eV
Kohn-Sham gap = 0.330 Eh

Cartesian coordinates (Å):
1 C -5.720 -0.732 1.059
2 C -5.256 0.702 0.826
3 C -4.505 0.870 -0.496
4 N -3.245 0.161 -0.492
5 C -2.084 0.793 -0.830
6 O -2.040 1.988 -1.061
7 N -0.966 -0.008 -0.936
8 C 0.288 0.668 -1.200
9 H 0.064 1.580 -1.753
10 H 0.909 0.010 -1.817
11 C 1.010 1.010 0.104
12 H 1.948 1.519 -0.118
13 H 0.376 1.690 0.677
14 C 1.253 -0.264 0.926
15 C 2.304 -1.149 0.276
16 O 2.095 -2.301 -0.027
17 C 3.632 -0.526 0.007
18 C 4.181 0.475 0.803
19 C 5.427 0.975 0.477
20 C 6.144 0.525 -0.617
21 C 5.593 -0.474 -1.401
22 C 4.354 -1.001 -1.087
23 H 3.922 -1.787 -1.687
24 H 6.138 -0.845 -2.256
25 H 7.112 0.949 -0.834
26 F 5.960 1.937 1.257
27 H 3.677 0.855 1.677
28 C -0.068 -1.016 1.116
29 H 0.122 -1.978 1.594
30 C -0.763 -1.254 -0.230
31 H -1.705 -1.776 -0.063
32 H -0.132 -1.895 -0.854
33 H -0.726 -0.427 1.758
34 H 1.644 0.016 1.912
35 H -3.297 -0.841 -0.540
36 H -5.133 0.522 -1.325
37 H -4.261 1.922 -0.659
38 H -6.123 1.364 0.811
39 H -4.607 1.016 1.645
40 H -6.335 -1.073 0.228
41 H -4.872 -1.404 1.162
42 H -6.311 -0.795 1.969

[8]
# C4H3F2N

A single C4H3F2N molecule (ωB97M-V with the def2-TZVPD basis set, the OMol25 dataset).

Computed properties:
SMILES = CC(C#N)=C(F)F
E_tot = -408.648143 Ha
HOMO = -9.756 eV
Kohn-Sham gap = 0.369 Eh

Cartesian coordinates (Å):
1 C 1.892 -1.746 0.085
2 C 1.508 -0.401 -0.062
3 C 2.552 0.575 -0.015
4 C 0.120 0.033 0.041
5 N 2.336 -2.836 0.090
6 F 2.290 1.886 -0.093
7 F 3.831 0.297 -0.032
8 H -0.448 -0.078 1.026
9 H -0.575 -0.524 -0.734
10 H -0.165 1.096 -0.126

| no. | molecular weight (g mol⁻¹) |
| --- | --- |
| 1 | 638.8 |
| 2 | 91.1 |
| 3 | 180.2 |
| 4 | 541.1 |
| 5 | 1080.9 |
| 6 | 100.2 |
| 7 | 292.4 |
| 8 | 103.1 |